No. 1
Density functional theory data (the ωB97M-V functional and the def2-TZVPD basis) for the molecule C7H6FN3S.

The geometry in XYZ format:
```
18
Properties=species:S:1:pos:R:3:nbo_charge:R:1
N 3.686 1.043 -0.087 -0.702
N 3.190 -0.291 -0.016 -0.389
C 1.889 -0.384 -0.048 0.263
N 0.955 0.636 0.148 -0.587
C -0.379 0.240 -0.042 0.074
C -1.505 1.046 -0.051 0.369
F -1.231 2.399 -0.062 -0.330
C -2.778 0.501 -0.140 -0.279
C -2.938 -0.893 0.030 -0.199
C -1.821 -1.733 -0.021 -0.251
C -0.589 -1.147 -0.085 -0.122
S 1.097 -1.961 -0.093 0.314
H 4.143 1.174 0.817 0.350
H 4.568 0.960 -0.723 0.359
H 1.285 1.537 0.097 0.431
H -3.679 1.072 -0.250 0.238
H -3.885 -1.423 0.167 0.225
H -2.009 -2.776 0.361 0.236
```

Calculated values
HOMO: -8.16 eV
energy above the lowest of the compared OMol25 structures with the same formula, charge and spin: 82.66 kJ/mol
orbital gap: 0.328 Eh

No. 2
Density functional theory data (the ωB97M-V functional and the def2-TZVPD basis) for the molecule C15H20N4OS.

The geometry in XYZ format:
```
41
Properties=species:S:1:pos:R:3:nbo_charge:R:1
C -1.161 1.041 -2.818 -0.712
C -1.835 1.831 -1.966 -0.196
N -1.217 1.571 -0.508 -0.409
C -1.587 0.509 0.265 0.136
S -2.740 -0.649 -0.265 0.293
C -2.100 -1.946 0.921 -0.643
C -0.715 -2.484 0.312 0.673
O -0.501 -2.124 -0.759 -0.584
C 0.391 -3.352 0.986 -0.142
C -0.319 -3.472 2.593 -0.671
C 1.421 -2.532 1.142 -0.592
C 0.199 -4.629 0.430 -0.595
N -0.497 0.136 1.045 -0.354
N 0.407 1.160 1.004 -0.283
C -0.035 1.909 0.088 0.309
C 0.943 3.175 -0.147 -0.001
C 2.302 3.166 -0.307 -0.253
C 2.721 4.232 -0.724 -0.188
C 2.183 5.384 -0.784 -0.011
N 0.839 5.430 -0.950 -0.415
C 0.080 4.466 -0.433 0.014
H -1.660 1.164 -3.812 0.243
H -1.173 -0.170 -2.665 0.269
H -0.090 1.237 -3.027 0.249
H -1.457 3.061 -1.808 0.249
H -2.951 1.662 -1.567 0.249
H -2.194 -1.729 2.057 0.275
H -2.831 -2.886 0.655 0.240
H -1.454 -3.874 2.567 0.217
H 0.550 -4.040 3.181 0.223
H -0.444 -2.295 3.109 0.222
H 1.486 -1.558 1.489 0.266
H 1.881 -2.456 -0.064 0.195
H 2.248 -3.085 1.727 0.208
H 0.548 -4.539 -0.564 0.231
H -0.482 -5.264 0.684 0.230
H 1.121 -5.299 0.905 0.184
H 2.665 2.243 0.127 0.258
H 4.021 4.142 -0.553 0.180
H 2.548 6.394 -1.088 0.221
H -1.110 4.472 -0.476 0.214
```

Calculated values
HOMO: -8.21 eV
energy above the lowest of the compared OMol25 structures with the same formula, charge and spin: 1442.70 kJ/mol
orbital gap: 0.321 Eh

No. 3
Density functional theory data (the ωB97M-V functional and the def2-TZVPD basis) for the molecule C17H16N6O2S2.

The geometry in XYZ format:
```
43
Properties=species:S:1:pos:R:3:nbo_charge:R:1
C 5.462 0.884 3.681 -0.660
C 4.310 0.409 2.890 0.074
N 3.312 1.130 2.538 -0.253
N 2.389 0.503 1.825 -0.303
C 2.663 -0.740 1.618 -0.144
S 1.667 -1.843 0.720 0.355
C 0.249 -0.829 0.522 0.224
N -0.899 -1.109 1.107 -0.481
C -1.744 -0.152 0.671 0.353
C -1.085 0.720 -0.189 -0.073
C -1.748 1.842 -0.791 0.665
O -1.287 2.689 -1.525 -0.606
N -3.085 1.858 -0.408 -0.632
C -3.787 1.008 0.434 0.792
O -4.961 1.174 0.664 -0.622
N -3.058 -0.019 0.992 -0.415
C -3.710 -0.954 1.883 -0.408
N 0.205 0.260 -0.271 -0.301
C 1.194 0.748 -1.195 -0.221
C 1.244 -0.163 -2.437 -0.447
C -0.153 -0.347 -2.965 0.061
C -0.905 -1.451 -2.583 -0.253
C -2.230 -1.565 -2.967 -0.201
C -2.814 -0.578 -3.741 -0.222
C -2.065 0.516 -4.141 -0.202
C -0.743 0.632 -3.753 -0.230
S 4.182 -1.262 2.323 0.347
H 5.553 0.307 4.600 0.233
H 5.317 1.933 3.923 0.251
H 6.384 0.765 3.114 0.232
H -3.643 2.612 -0.793 0.432
H -4.316 -1.660 1.313 0.206
H -4.361 -0.403 2.561 0.228
H -2.939 -1.487 2.431 0.233
H 2.166 0.792 -0.698 0.228
H 0.886 1.754 -1.483 0.252
H 1.674 -1.129 -2.166 0.215
H 1.883 0.310 -3.183 0.224
H -0.455 -2.224 -1.976 0.209
H -2.805 -2.425 -2.657 0.213
H -3.850 -0.663 -4.035 0.215
H -2.515 1.287 -4.748 0.216
H -0.169 1.497 -4.050 0.217
```

Calculated values
HOMO: -8.36 eV
energy above the lowest of the compared OMol25 structures with the same formula, charge and spin: 0.00 kJ/mol
orbital gap: 0.320 Eh

No. 4
Density functional theory data (the ωB97M-V functional and the def2-TZVPD basis) for the molecule C4H6Cl2.

The geometry in XYZ format:
```
12
Properties=species:S:1:pos:R:3:nbo_charge:R:1
C 1.483 0.275 0.541 -0.655
C 0.488 -0.833 0.346 -0.165
C -0.744 -0.697 -0.127 -0.036
Cl -1.820 -2.114 -0.081 -0.027
C -1.325 0.594 -0.479 -0.390
Cl -0.646 1.110 -2.133 -0.109
H 2.235 -0.064 1.226 0.226
H 2.045 0.601 -0.367 0.241
H 0.982 1.152 0.946 0.214
H 0.687 -1.844 0.597 0.217
H -2.349 0.454 -0.745 0.245
H -1.036 1.366 0.278 0.238
```

Calculated values
HOMO: -9.47 eV
energy above the lowest of the compared OMol25 structures with the same formula, charge and spin: 36.81 kJ/mol
orbital gap: 0.376 Eh

No. 5
Density functional theory data (the ωB97M-V functional and the def2-TZVPD basis) for a structure of composition C7H13N2.

The geometry in XYZ format:
```
22
Properties=species:S:1:pos:R:3:nbo_charge:R:1
C 2.169 0.139 0.019 0.529
C 0.077 -0.300 -0.831 -0.083
C 0.934 -1.374 -0.337 0.071
C 3.302 0.946 0.381 -0.705
C -1.718 -0.709 0.946 -0.232
C -1.948 1.067 -0.609 -0.585
C -1.446 -0.367 -0.515 -0.289
N 0.849 -0.067 0.430 -0.465
N 2.329 -0.970 -0.676 -0.530
H 0.210 0.430 -1.573 0.229
H -0.743 -2.562 0.644 0.357
H 3.376 1.363 1.452 0.288
H 3.240 1.858 -0.130 0.271
H 4.290 0.391 0.079 0.261
H -2.851 -0.558 1.048 0.270
H -1.178 -0.177 1.696 0.260
H -1.440 -2.028 1.009 -0.019
H -2.955 1.196 -0.456 0.228
H -1.689 1.490 -1.478 0.227
H -1.627 1.499 0.297 0.211
H -2.004 -0.824 -1.384 0.264
H 3.080 -1.573 -0.922 0.443
```

Calculated values
HOMO (alpha / beta): -12.91 / -12.91 eV
energy above the lowest of the compared OMol25 structures with the same formula, charge and spin: 935.61 kJ/mol
total charge: +1
orbital gap (alpha / beta): 0.256 / 0.256 Eh

No. 6
Density functional theory data (the ωB97M-V functional and the def2-TZVPD basis) for a structure of composition C4H11INO2V.

The geometry in XYZ format:
```
20
Properties=species:S:1:pos:R:3:nbo_charge:R:1
O -1.594 6.610 3.722 -0.457
V -1.203 5.173 3.229 1.770
I -0.429 2.560 2.125 -0.336
C 1.882 -1.702 -0.887 -0.623
C 0.752 -0.923 -0.211 -0.082
C -0.627 -1.581 -0.319 -0.072
O -1.369 -1.200 -1.428 -0.520
C -1.496 0.186 -1.624 -0.252
N 1.088 -0.723 1.174 -0.813
H 2.752 -1.109 -1.153 0.215
H 1.450 -2.042 -1.837 0.222
H 2.102 -2.640 -0.380 0.225
H 0.689 0.093 -0.656 0.161
H -1.223 -1.397 0.596 0.154
H -0.588 -2.667 -0.183 0.209
H -0.612 0.631 -2.106 0.169
H -1.697 0.764 -0.715 0.143
H -2.327 0.292 -2.320 0.206
H 0.451 -0.062 1.652 0.322
H 1.999 -0.263 1.320 0.359
```

Calculated values
expectation value of S²: 0.953
HOMO (alpha / beta): -11.45 / -11.58 eV
energy above the lowest of the compared OMol25 structures with the same formula, charge and spin: 323.92 kJ/mol
total charge: +1
spin multiplicity: 2
orbital gap (alpha / beta): 0.082 / 0.120 Eh

No. 7
Density functional theory data (the ωB97M-V functional and the def2-TZVPD basis) for a structure of composition C15H17NO3.

The geometry in XYZ format:
```
36
Properties=species:S:1:pos:R:3:nbo_charge:R:1
C 4.546 1.305 1.388 -0.248
H 5.542 0.844 0.858 0.173
O 3.547 1.308 0.414 -0.531
C 3.005 -0.050 0.031 0.345
C 3.527 -1.393 0.339 -0.277
C 2.922 -2.510 0.107 -0.249
C 1.816 -2.574 -0.649 -0.208
C 1.338 -1.230 -1.376 -0.183
C 1.812 -0.007 -0.929 -0.095
C 1.275 1.214 -1.279 -0.463
H 1.951 2.208 -1.423 0.265
H 0.569 1.204 -2.293 0.211
C 0.309 1.604 -0.294 -0.195
N -0.732 0.919 0.144 -0.635
C -2.072 1.046 -0.276 0.697
O -2.546 2.113 -0.399 -0.591
C -2.903 -0.261 0.148 -0.261
C -4.348 -0.115 0.270 0.408
O -4.687 -1.191 0.344 -0.330
C -3.773 -2.095 0.564 -0.008
C -2.626 -1.476 0.174 -0.285
H -1.718 -1.811 0.392 0.216
H -3.962 -3.066 0.663 0.190
C -5.322 1.125 0.278 -0.528
H -5.985 1.074 -0.933 0.176
H -5.722 1.207 1.030 0.151
H -4.687 1.796 -0.107 0.251
H -0.416 0.072 0.350 0.363
H -0.287 2.665 -0.403 0.234
H 0.893 1.956 0.800 0.161
H 0.536 -1.150 -1.992 0.202
H 1.467 -3.412 -1.282 0.221
H 3.447 -3.306 0.425 0.217
H 4.317 -1.352 1.149 0.213
H 4.257 0.767 2.275 0.183
H 4.709 2.572 1.491 0.206
```

Calculated values
HOMO: -8.13 eV
energy above the lowest of the compared OMol25 structures with the same formula, charge and spin: 1282.75 kJ/mol
orbital gap: 0.320 Eh

No. 8
Density functional theory data (the ωB97M-V functional and the def2-TZVPD basis) for the molecule C5H5ClN2.

The geometry in XYZ format:
```
13
Properties=species:S:1:pos:R:3:nbo_charge:R:1
Cl -2.106 1.630 0.251 -0.053
C -0.708 0.964 1.155 -0.388
C 0.137 0.032 0.329 -0.053
C 0.304 0.134 -1.037 -0.207
C 1.191 -0.793 -1.633 0.010
N 1.830 -1.737 -0.955 -0.211
N 1.651 -1.839 0.349 -0.198
C 0.850 -0.990 0.975 -0.002
H -0.101 1.863 1.477 0.238
H -1.076 0.444 2.024 0.228
H -0.197 0.861 -1.608 0.232
H 1.391 -0.782 -2.687 0.204
H 0.768 -1.141 2.032 0.199
```

Calculated values
HOMO: -9.44 eV
energy above the lowest of the compared OMol25 structures with the same formula, charge and spin: 49.77 kJ/mol
orbital gap: 0.358 Eh

Repeat the fourth record exactly.
Density functional theory data (the ωB97M-V functional and the def2-TZVPD basis) for the molecule C4H6Cl2.

The geometry in XYZ format:
```
12
Properties=species:S:1:pos:R:3:nbo_charge:R:1
C 1.483 0.275 0.541 -0.655
C 0.488 -0.833 0.346 -0.165
C -0.744 -0.697 -0.127 -0.036
Cl -1.820 -2.114 -0.081 -0.027
C -1.325 0.594 -0.479 -0.390
Cl -0.646 1.110 -2.133 -0.109
H 2.235 -0.064 1.226 0.226
H 2.045 0.601 -0.367 0.241
H 0.982 1.152 0.946 0.214
H 0.687 -1.844 0.597 0.217
H -2.349 0.454 -0.745 0.245
H -1.036 1.366 0.278 0.238
```

Calculated values
HOMO: -9.47 eV
energy above the lowest of the compared OMol25 structures with the same formula, charge and spin: 36.81 kJ/mol
orbital gap: 0.376 Eh

The highest energy above the lowest of the compared OMol25 structures with the same formula, charge and spin belongs to which entry?
C15H20N4OS

Among the records above, which one has the highest energy above the lowest of the compared OMol25 structures with the same formula, charge and spin?
C15H20N4OS

Which value of energy above the lowest of the compared OMol25 structures with the same formula, charge and spin does entry 5 give?
935.61 kJ/mol